Entry 1:
Here is a single C5H10N2 molecule from OMol25. Energies are from ωB97M-V with the def2-TZVPD basis set.

Properties
- HOMO (alpha / beta): -6.40 / -6.40 eV
- DFT total energy: -305.85260 Eh

The geometry in XYZ format:
```
17
Properties=species:S:1:pos:R:3:forces:R:3
H 1.2014 -2.5333 0.4612 -0.167 0.160 -0.243
H 0.7716 -3.2511 -1.1087 -0.063 0.242 0.022
C -1.5726 0.3403 -0.1904 -0.309 0.283 0.477
H 0.1772 2.9644 1.4524 0.038 -0.103 -0.053
C 0.9618 -2.3053 -0.5867 -0.050 0.069 -0.038
C -0.7842 1.6080 -0.0912 -0.185 0.192 0.030
N 0.6671 1.6712 -0.2217 0.115 -0.226 -0.199
N -0.8423 -0.8054 0.2500 0.067 -0.167 -0.286
C -0.1960 -1.3601 -0.7348 -0.119 0.357 0.357
H -2.5622 0.4042 0.2481 0.031 0.156 0.413
H -1.2795 2.4391 -0.5916 0.065 -0.080 0.117
H 1.0739 0.7367 -0.2324 -0.069 0.131 -0.013
H 1.8546 -1.8694 -1.0462 -0.084 -0.024 0.034
H -0.7026 -1.1197 1.2169 -0.266 -0.093 -0.225
H 0.1480 1.1835 1.8688 -0.007 0.132 -0.172
C 0.0647 1.9452 1.0897 -0.043 0.145 0.297
H -0.6675 -0.7752 -1.5695 1.045 -1.175 -0.519
```
Positions in Å, forces in eV/Å.

Entry 2:
Here is a molecular structure, ArH22O11 from OMol25. Energies are from ωB97M-V with the def2-TZVPD basis set.

Properties
- HOMO: -9.94 eV
- DFT total energy: -1368.35160 Eh

The geometry in XYZ format:
```
34
Properties=species:S:1:pos:R:3:forces:R:3
H -1.5631 1.5363 -2.0057 -0.334 0.236 0.318
H -2.8102 1.6015 0.2897 -0.309 -0.802 0.725
O 1.1030 -3.9028 0.8263 -0.129 -0.066 0.052
H 2.4809 -3.0708 1.8247 -0.231 -0.159 -0.111
H -0.1342 3.9225 -0.4887 0.132 0.269 -0.100
H -0.9476 2.7005 -0.1187 -0.842 -0.197 -0.068
O -3.0172 0.3646 1.6594 -0.114 0.486 -0.052
H -2.5261 -2.5914 -0.7045 -0.094 0.066 -0.335
H 0.1570 -3.8279 0.7010 -0.154 0.063 0.036
H 0.4154 -2.8786 -3.8406 -0.118 0.010 -0.235
O 1.0601 -2.8254 -3.1351 0.162 -0.263 0.123
H 1.0159 2.5698 1.2511 -0.433 0.193 -0.588
O 1.7959 2.5089 1.8026 0.485 -0.179 0.782
H 2.3134 1.9344 -2.8176 0.218 -0.068 -0.001
H -1.2251 1.4137 -3.4763 0.052 0.085 -0.301
O 1.9630 -0.0929 3.1356 0.073 -0.574 0.326
H 1.4322 -4.2197 -0.0149 0.221 -0.101 -0.314
O -1.1638 0.9451 -2.6439 0.196 -0.346 0.024
H -3.1629 3.0565 0.0653 -0.231 0.229 -0.002
H -2.2839 0.4994 2.2596 0.171 0.072 0.284
O 3.1482 -2.6235 2.3452 0.499 -0.287 0.049
H 1.0097 -0.1029 3.0497 -0.142 0.036 -0.002
H 2.7622 -1.7717 2.5492 -0.108 0.535 0.202
O -2.4632 -2.1959 0.1649 0.113 0.199 0.184
O 1.4756 2.2993 -3.1025 0.182 0.272 -0.296
Ar 0.6962 -0.2988 -0.0166 -0.020 -0.039 -0.031
H 0.8397 1.9609 -2.4722 -0.395 -0.197 0.279
H 2.5280 2.6166 1.1954 0.158 0.059 -0.173
H -2.2383 -2.9240 0.7441 -0.063 -0.175 0.267
O -2.6861 2.3243 -0.3254 0.280 0.480 -0.608
H 0.6379 -2.2888 -2.4643 -0.057 0.312 0.169
H -2.7830 -0.4224 1.1673 0.012 -0.708 -0.383
H 2.2194 0.7878 2.8620 -0.034 0.574 -0.303
O -0.0490 2.9955 -0.2661 0.852 -0.015 0.086
```
Positions in Å, forces in eV/Å.

Entry 3:
Here is a molecular structure, C27H44Br4F3MgN2NaO5 from OMol25. Energies are from ωB97M-V with the def2-TZVPD basis set.

Properties
- HOMO: -6.77 eV
- DFT total energy: -12498.54784 Eh

The geometry in XYZ format:
```
87
Properties=species:S:1:pos:R:3:forces:R:3
C -1.3720 -2.0137 0.0677 0.047 -1.178 0.646
H 4.6749 -6.5107 0.1584 -0.159 0.297 -0.024
H 1.0643 11.1735 -3.5924 -0.005 -0.015 -0.003
Mg 0.3233 -5.2859 -0.6739 1.369 1.206 -1.620
C 0.1786 -2.3310 -0.2898 -3.701 0.009 0.400
H 4.4514 -1.8794 1.2700 -0.305 -0.305 0.005
C -0.9454 -1.0218 2.4579 0.015 0.332 0.212
C -4.0384 0.5273 2.6269 -0.056 0.679 -0.645
N -0.0810 -0.1179 0.4290 0.161 1.185 0.482
H -4.8128 -1.7404 3.7169 0.047 0.139 -0.283
F -1.4033 3.0710 0.0584 0.181 -0.272 0.437
H -5.0875 -0.3916 0.9274 0.089 -0.183 0.298
O -0.4861 -4.1051 -1.9464 0.041 -1.030 2.549
H -6.0438 -2.3150 2.5930 0.356 -0.063 -0.266
C -5.1465 -0.3778 2.0253 0.017 0.075 0.955
N 0.9061 8.0558 -4.5202 0.158 0.152 -0.207
C 3.1174 -1.7151 -0.4542 -0.490 0.120 0.170
H 1.3610 2.8703 -1.1032 -0.157 -0.040 -0.361
Na -3.0153 -6.4765 1.2045 -1.056 0.246 0.481
H -0.4912 8.0200 -6.1227 -0.013 0.015 0.024
H 1.1434 7.0689 -4.4820 -0.207 0.027 0.196
H -4.3484 -2.3821 2.1098 -0.181 -0.080 0.320
C 0.0857 -2.9235 -1.7157 0.442 -1.374 -0.173
C 3.7267 -6.1217 0.5296 -0.454 -0.158 0.147
H 2.0142 -5.0444 1.8891 0.421 0.337 0.062
H 2.8823 -2.6697 -0.9664 0.315 0.081 0.212
C -5.0877 -1.7832 2.6521 -0.354 0.069 -0.396
O -2.5511 -0.1601 0.7077 1.146 0.930 1.270
H 0.3976 2.1291 -2.4515 0.158 0.103 0.262
H -3.7715 -3.2037 -0.6678 0.395 -0.732 -0.896
C 0.3586 2.7245 -1.5330 -0.400 0.234 0.921
H -1.7945 -3.6814 1.5624 0.607 -0.340 -0.675
C 2.5952 -2.9214 1.8777 0.994 0.208 0.325
H 2.9502 -6.1886 -0.2677 0.477 0.002 -0.145
H -0.6449 10.6878 -5.6477 0.005 -0.011 0.011
H -3.0916 -4.9569 -0.1942 -1.241 0.798 0.242
H 5.9210 4.5854 -2.2114 -0.054 -0.014 0.059
H 0.0269 3.7565 -1.8412 -0.066 -1.209 0.498
H 1.9946 -4.2577 0.2694 0.276 0.019 0.022
Br 4.2681 6.2482 -2.9875 0.197 -0.126 0.106
H 0.4273 -3.0565 0.4941 0.802 0.574 -0.134
H -0.9571 -3.5598 3.5135 0.147 0.178 0.253
C -0.0332 9.9677 -5.1283 -0.053 0.023 -0.072
C -3.0741 -3.8558 -0.1411 0.909 0.246 0.721
C 2.0306 -0.6382 -0.8145 0.801 0.506 0.374
Br 4.3230 4.4889 -0.3227 -0.019 -0.021 -0.057
H 3.0505 -0.8539 1.5192 0.275 -0.277 0.089
H 2.4547 0.3415 -0.5492 -0.458 -0.145 0.052
C -0.5884 2.0889 -0.4902 0.447 0.257 -1.287
H 0.0194 -1.5574 2.5005 -0.283 0.181 -0.447
O -1.9042 -1.7542 3.1798 0.458 0.104 0.041
H -2.1125 1.4351 2.0862 0.039 -0.346 -0.226
C -2.9505 0.9204 1.6044 -1.415 0.648 0.154
H 4.0518 -1.3626 -0.9099 -0.340 -0.103 -0.018
H -0.4035 -2.2294 4.5848 -0.278 -0.033 0.020
C -2.0911 -3.2775 0.5780 0.346 0.548 -0.190
C 0.7024 -0.9135 -0.1909 1.707 -1.406 -0.772
O 3.8378 -4.7620 0.9169 -0.447 -0.713 0.321
C 3.3724 -1.8216 1.0904 -0.649 0.292 -0.621
H 1.8634 -0.5910 -1.9038 0.000 -0.314 0.289
H -3.6230 0.1481 3.5666 -0.088 -0.234 -0.307
C 0.2046 1.3135 0.6116 -0.440 0.777 -0.715
H -2.0406 -2.9839 4.7991 0.236 0.187 -0.060
C 1.4241 9.0195 -3.7057 -0.010 -0.103 -0.050
C 0.8594 10.2213 -4.0550 0.059 0.063 0.051
H -0.0302 1.6607 1.6222 -0.234 -0.290 -0.210
H 1.5943 -2.5502 2.1378 0.159 -0.455 -0.228
H -6.1150 0.0919 2.2549 0.232 -0.205 -0.027
C 2.5713 -4.3143 1.2475 -0.664 0.417 -0.193
H -3.4258 1.6681 0.9567 0.392 -0.285 -0.107
C 4.8404 4.5953 -2.1834 -0.102 0.088 -0.202
H -0.7372 -0.0380 2.9213 -0.223 -0.320 0.084
Br 0.9241 4.9034 -3.4236 0.284 0.642 -0.825
C 0.0229 8.6212 -5.3916 0.062 -0.056 0.060
F 3.0580 -4.2548 -2.0253 -1.326 -0.706 0.948
H 2.1473 8.7700 -2.9470 -0.051 0.006 0.027
H -4.5243 1.4868 2.8759 0.396 -0.164 0.060
Br 4.2403 3.0538 -3.1754 0.070 0.061 0.105
C -1.2780 -2.6637 4.0825 -0.477 -0.258 -0.357
C -1.3438 -0.7525 0.9888 -0.269 -2.212 -1.277
H 1.2564 1.5373 0.4263 -0.133 -0.463 0.244
H -1.2340 1.3981 -1.0543 -0.121 0.088 0.556
H 3.1078 -3.0433 2.8476 -0.204 0.056 -0.223
H 3.3683 -6.7425 1.3792 0.323 0.262 -0.188
H -1.7713 -1.8273 -0.9397 -0.504 0.773 0.671
O 0.4963 -2.3397 -2.6433 0.831 2.594 -1.725
F -6.2398 -4.3299 1.7446 0.798 -0.594 -0.222
```
Positions in Å, forces in eV/Å.

Entry 4:
Here is 2 unconnected molecules or ions with the total composition F2HN from OMol25. Energies are from ωB97M-V with the def2-TZVPD basis set.

Properties
- HOMO (alpha / beta): -11.43 / -11.39 eV
- DFT total energy: -254.79762 Eh

The geometry in XYZ format:
```
4
Properties=species:S:1:pos:R:3:forces:R:3
F -1.4366 -0.6483 -0.5390 1.002 0.258 -0.306
F -1.4938 0.4463 1.8255 0.974 0.242 -2.008
H 0.0241 0.2109 0.1212 2.943 -1.453 3.671
N -0.6134 0.3573 -0.5621 -4.920 0.953 -1.356
```
Positions in Å, forces in eV/Å.

Entry 5:
Here is a molecular structure, CrH8O8P from OMol25. Energies are from ωB97M-V with the def2-TZVPD basis set.

Properties
- HOMO (alpha / beta): -8.07 / -8.10 eV
- DFT total energy: -1992.65473 Eh
- Multiplicity: 4

The geometry in XYZ format:
```
18
Properties=species:S:1:pos:R:3:forces:R:3
H -1.3815 -1.7365 -1.6287 0.131 -0.052 0.078
O 2.0091 -0.7975 3.2559 -0.676 0.194 -0.920
O 0.2444 -1.4967 1.3817 -0.895 -0.876 -0.914
H -2.7555 0.2745 0.0890 0.181 0.031 0.169
O -0.5080 -1.6974 -1.2201 -0.552 -0.319 -0.928
O -0.2332 2.0960 -0.1795 -0.576 1.243 -0.759
H 2.1056 0.4614 -1.6393 -0.270 -0.096 0.504
P 1.2303 -0.4713 2.0374 1.055 -0.808 2.390
O 1.9646 -0.1056 0.7198 0.957 0.603 -2.309
O 0.2409 0.7270 2.0056 -1.217 1.328 -0.469
H 0.9266 0.6029 -2.6364 0.010 -0.184 0.170
H -0.2661 2.5905 -1.0088 0.148 -0.100 0.141
H -2.3030 -0.9920 0.8605 0.546 0.104 0.187
Cr 0.0872 0.0453 0.0892 1.168 -1.214 4.373
O 1.1359 0.4548 -1.7044 0.676 0.386 -1.715
H -0.0793 -2.5345 -1.4414 0.186 0.196 0.337
O -1.9881 -0.1515 0.4943 -1.082 0.107 -0.607
H -0.4299 2.7306 0.5253 0.211 -0.543 0.272
```
Positions in Å, forces in eV/Å.